# 1
{"formula": "C46H40AsN5OS2Tl", "method": "the ωB97M-V functional and the def2-TZVPD basis", "species": ["Tl", "S", "C", "N", "C", "C", "N", "C", "C", "C", "C", "C", "C", "C", "C", "S", "C", "C", "C", "C", "C", "C", "C", "H", "H", "H", "H", "H", "H", "H", "H", "H", "H", "H", "H", "H", "H", "H", "H", "H", "H", "N", "C", "C", "C", "C", "C", "C", "C", "N", "C", "C", "N", "C", "H", "H", "H", "H", "H", "H", "H", "O", "As", "C", "C", "C", "C", "C", "C", "C", "C", "C", "C", "C", "C", "C", "C", "C", "C", "C", "C", "H", "H", "H", "H", "H", "H", "H", "H", "H", "H", "H", "H", "H", "H", "H"], "coordinates": [[0.7509, 0.6530, -0.1317], [-1.4802, -0.2038, -1.5750], [-0.9459, -1.5692, -2.4166], [-1.7239, -2.2210, -3.2326], [-1.2820, -3.5080, -3.7945], [-0.4887, -4.2285, -2.7415], [0.6514, -3.3727, -2.3689], [1.9392, -4.0826, -2.1380], [2.5250, -4.6025, -3.4255], [3.1238, -3.7294, -4.3296], [3.7127, -4.2215, -5.4830], [3.7281, -5.5901, -5.7256], [3.1116, -6.4607, -4.8407], [2.5204, -5.9686, -3.6839], [0.4754, -2.0937, -2.2564], [1.7810, -1.0086, -2.0522], [-3.0628, -1.7402, -3.6731], [-3.1296, -1.7294, -5.1762], [-2.2628, -0.9110, -5.8975], [-2.3040, -0.9067, -7.2815], [-3.2174, -1.7151, -7.9499], [-4.0850, -2.5251, -7.2348], [-4.0452, -2.5298, -5.8459], [-0.6787, -3.3379, -4.6882], [-2.1583, -4.0822, -4.0852], [-0.1032, -5.1652, -3.1368], [-1.0919, -4.4346, -1.8546], [1.7244, -4.9071, -1.4578], [2.6203, -3.3885, -1.6564], [3.1612, -2.6646, -4.1192], [4.1941, -3.5444, -6.1762], [4.2379, -5.9785, -6.5972], [3.0962, -7.5232, -5.0434], [2.0674, -6.6559, -2.9759], [-3.2089, -0.7429, -3.2657], [-3.8188, -2.4014, -3.2484], [-1.5629, -0.2637, -5.3753], [-1.6392, -0.2623, -7.8418], [-3.2532, -1.7080, -9.0311], [-4.7968, -3.1518, -7.7558], [-4.7356, -3.1528, -5.2868], [-4.9234, -0.1308, 9.0671], [-4.2748, -0.2461, 8.1262], [-3.4297, -0.3882, 6.9668], [-3.0238, 0.7453, 6.2668], [-2.1408, 0.6243, 5.2092], [-1.6929, -0.6349, 4.8418], [-2.1330, -1.7743, 5.4935], [-2.9980, -1.6503, 6.5677], [-0.7504, -0.7576, 3.7572], [0.2343, -1.7164, 3.6306], [0.8841, -1.4573, 2.4700], [0.2992, -0.3507, 1.8851], [-0.6794, 0.0448, 2.6913], [-3.3887, 1.7178, 6.5683], [-1.7918, 1.5117, 4.6935], [-1.8143, -2.7563, 5.1680], [-3.3491, -2.5302, 7.0889], [0.3992, -2.4780, 4.3734], [1.7252, -1.9733, 2.0381], [-1.3508, 0.8679, 2.5143], [0.8945, 2.7377, -0.1464], [1.0639, 3.6434, 1.3369], [1.9896, 5.2439, 0.9671], [3.3351, 5.1500, 0.6030], [4.0539, 6.3140, 0.3998], [3.4315, 7.5497, 0.5521], [2.0909, 7.6316, 0.9031], [1.3510, 6.4755, 1.1001], [2.1262, 2.5225, 2.4509], [1.9352, 2.4917, 3.8270], [2.7203, 1.6464, 4.6019], [3.7042, 0.8653, 4.0089], [3.8931, 0.8957, 2.6322], [3.0996, 1.7213, 1.8464], [-0.6325, 3.9435, 2.1324], [-0.7883, 4.8703, 3.1611], [-2.0251, 4.9971, 3.7788], [-3.0872, 4.1916, 3.3904], [-2.9293, 3.2667, 2.3647], [-1.7047, 3.1523, 1.7247], [3.8189, 4.1885, 0.4880], [5.0997, 6.2562, 0.1303], [3.9965, 8.4562, 0.3798], [1.6133, 8.5944, 1.0230], [0.2994, 6.5441, 1.3430], [1.1805, 3.1118, 4.2966], [2.5666, 1.6061, 5.6727], [4.3377, 0.2378, 4.6224], [4.6697, 0.2962, 2.1747], [3.2509, 1.7511, 0.7701], [0.0398, 5.4907, 3.4818], [-2.1549, 5.7251, 4.5688], [-4.0441, 4.2908, 3.8864], [-3.7613, 2.6440, 2.0614], [-1.5820, 2.4596, 0.8985]], "atomic_forces_ev_per_a": [[-0.7355, -1.3574, -1.0640], [0.3011, 0.5430, 0.6289], [0.1747, 0.1380, 0.2103], [-0.1648, -0.1415, -0.1257], [0.1389, 0.0109, -0.1070], [-0.1021, -0.0123, -0.1508], [0.0008, -0.1486, 0.2391], [0.2257, 0.0392, -0.2335], [0.0504, -0.1111, 0.0542], [-0.0386, 0.0894, -0.0285], [0.1129, 0.0033, 0.0499], [-0.0357, 0.0121, -0.0288], [-0.0173, -0.0256, 0.0566], [-0.1192, -0.0210, -0.0703], [-0.2718, 0.0313, 0.2032], [0.2764, 0.7398, 0.9633], [-0.0207, 0.1641, -0.1104], [0.0231, -0.0620, -0.0207], [0.0364, 0.0122, 0.0053], [-0.0128, 0.0424, 0.0074], [0.0380, -0.0124, -0.0170], [-0.0561, -0.0039, 0.0167], [0.0253, -0.0773, -0.0061], [-0.0513, 0.0301, -0.0575], [-0.0710, 0.0689, 0.0253], [0.1099, 0.0275, 0.0099], [0.0642, -0.0072, 0.0684], [-0.1439, 0.0211, 0.0036], [-0.0482, 0.0558, 0.0821], [-0.0103, -0.0271, -0.0329], [-0.0077, -0.0050, 0.0169], [-0.0891, 0.0187, -0.0417], [0.0668, 0.0064, 0.0394], [0.0357, 0.0071, -0.0178], [0.0259, -0.0226, 0.0476], [0.0542, -0.0495, 0.0646], [-0.0178, -0.0141, -0.0273], [-0.0077, -0.0196, 0.0095], [0.0008, 0.0008, 0.0145], [-0.0006, 0.0275, 0.0148], [0.0215, 0.0023, -0.0214], [0.0515, 0.0018, -0.1347], [-0.0211, -0.0342, -0.0319], [-0.0735, 0.0087, 0.1174], [-0.0009, 0.0278, 0.0190], [0.0489, 0.0880, -0.0473], [0.0201, 0.0307, -0.0362], [0.0474, -0.1042, -0.0389], [-0.0142, 0.0061, -0.0282], [-0.0166, -0.0815, 0.0486], [-0.0411, 0.0528, 0.0462], [0.0735, 0.0101, -0.1084], [0.1363, 0.3109, -0.5157], [-0.0577, -0.1254, -0.0531], [0.0539, -0.0091, 0.0246], [0.0092, -0.0025, 0.0373], [-0.0176, 0.0132, 0.0292], [0.0416, 0.0160, 0.0248], [-0.0023, 0.0618, 0.0048], [-0.0265, 0.0462, -0.0135], [0.0046, -0.0285, 0.0615], [-0.1316, -0.3235, 0.3578], [0.3146, 0.3165, -0.1372], [-0.0412, -0.0025, -0.1773], [-0.0781, 0.1147, 0.1372], [-0.0230, -0.0254, -0.0301], [0.0141, -0.0153, -0.0329], [-0.0375, 0.0065, -0.0206], [0.1116, -0.0414, -0.0504], [0.0033, -0.2701, -0.1067], [-0.0209, -0.0830, -0.0426], [0.0013, 0.0377, 0.0153], [0.0059, -0.0163, -0.0129], [-0.0172, 0.0371, -0.0421], [-0.0973, -0.0757, 0.1104], [-0.1844, -0.1696, -0.0376], [0.0839, -0.0437, 0.0170], [0.0204, -0.0088, 0.0401], [0.0059, 0.0087, 0.0244], [-0.0099, -0.0156, -0.0360], [0.0374, 0.0485, 0.0303], [0.0282, -0.0003, 0.0377], [-0.0191, 0.0401, -0.0312], [0.0049, -0.0034, 0.0575], [0.0258, 0.0112, -0.0507], [-0.0069, -0.0087, 0.0087], [0.0019, -0.0161, 0.0074], [0.0490, 0.0306, -0.0107], [-0.0396, -0.0101, 0.0002], [-0.0025, 0.0034, 0.0140], [0.1454, 0.1102, 0.0165], [-0.0123, 0.0087, 0.0150], [-0.0033, -0.0094, -0.0105], [-0.0014, 0.0063, -0.0339], [-0.0156, 0.0493, -0.0317], [-0.0878, 0.0469, -0.0705]], "lowdin_charge": [0.8426, 0.7416, -0.6415, -0.0626, -0.0586, -0.0556, -0.0423, -0.0836, -0.2358, -0.0405, -0.0495, -0.0450, -0.0454, -0.0411, -0.6187, 0.7461, -0.0855, -0.2461, -0.0423, -0.0528, -0.0480, -0.0462, -0.0335, 0.1597, 0.1535, 0.1418, 0.1591, 0.1444, 0.0940, 0.0928, 0.1176, 0.1210, 0.1200, 0.1198, 0.0837, 0.1473, 0.1171, 0.1156, 0.1195, 0.1195, 0.1210, 0.2052, -0.1547, -0.1982, 0.0051, -0.0005, -0.1730, 0.0092, 0.0160, 0.0229, 0.0056, -0.0867, -0.0448, -0.1121, 0.1323, 0.1058, 0.1232, 0.1385, 0.1434, 0.1240, 0.1172, -0.5383, 1.3060, -0.3061, -0.0771, -0.0393, -0.0243, -0.0380, -0.0796, -0.3278, -0.0676, -0.0336, -0.0344, -0.0488, -0.1491, -0.3100, -0.0891, -0.0322, -0.0364, -0.0582, -0.1256, 0.1037, 0.1228, 0.1260, 0.1240, 0.1036, 0.1080, 0.1243, 0.1253, 0.1232, 0.0892, 0.1180, 0.1270, 0.1259, 0.1234, 0.0837], "relative_energy_kj_mol": 0.0, "e_lumo_ev": -10.02, "e_tot_ev": -145027.1923, "total_charge": 3, "gap_ev": 5.4209}


# 2
{"formula": "C46H40BrN4O3P2Sn", "method": "the ωB97M-V functional and the def2-TZVPD basis", "species": ["Sn", "Br", "C", "C", "C", "C", "O", "C", "C", "N", "C", "C", "C", "C", "C", "C", "C", "C", "N", "C", "C", "H", "H", "H", "H", "H", "H", "H", "H", "H", "H", "O", "P", "C", "P", "O", "C", "C", "C", "C", "C", "C", "C", "C", "C", "C", "C", "C", "C", "C", "C", "C", "C", "C", "C", "C", "C", "C", "C", "C", "H", "H", "H", "H", "H", "H", "H", "H", "H", "H", "H", "H", "H", "H", "H", "H", "H", "H", "H", "H", "H", "H", "C", "C", "C", "C", "N", "N", "C", "H", "H", "H", "H", "H", "H", "H", "H"], "coordinates": [[-0.4328, 0.4028, 0.6584], [-3.0160, -1.3676, -6.5805], [-2.7102, -1.0214, -4.7952], [-3.6944, -0.3494, -4.0295], [-3.4713, -0.1128, -2.7108], [-2.2430, -0.5074, -2.0534], [-2.1071, -0.2456, -0.8375], [-1.2525, -1.2108, -2.8566], [-0.0365, -1.7740, -2.3303], [0.3655, -1.6765, -1.1100], [1.5747, -2.1947, -0.7429], [2.7360, -2.1416, -1.5529], [3.9046, -2.7342, -1.1495], [3.9686, -3.4167, 0.0800], [2.8549, -3.4604, 0.9433], [2.8857, -4.1363, 2.1778], [1.7586, -4.1223, 2.9658], [0.6406, -3.4095, 2.5164], [0.5761, -2.7885, 1.3452], [1.6540, -2.8193, 0.5640], [-1.5160, -1.4461, -4.1919], [-4.6130, -0.0424, -4.5101], [-4.1998, 0.3894, -2.0892], [0.5125, -2.3961, -3.0441], [2.7164, -1.6092, -2.4934], [4.7780, -2.6852, -1.7851], [4.8827, -3.9185, 0.3740], [3.7846, -4.6537, 2.4886], [1.7252, -4.6373, 3.9153], [-0.2462, -3.3480, 3.1389], [-0.7948, -1.9869, -4.7935], [1.9468, 0.7377, 0.0044], [2.9013, 1.9104, 0.0478], [1.9560, 3.4638, -0.1681], [0.4318, 3.2989, -1.1242], [-0.4570, 2.1677, -0.5961], [0.8941, 3.0232, -2.8248], [1.7789, 3.8879, -3.4706], [2.1340, 3.6517, -4.7876], [1.6067, 2.5578, -5.4633], [0.7228, 1.6988, -4.8241], [0.3642, 1.9319, -3.5055], [-0.4285, 4.8513, -0.9613], [-0.8057, 5.6074, -2.0690], [-1.5145, 6.7862, -1.8872], [-1.8511, 7.2054, -0.6092], [-1.4862, 6.4487, 0.4992], [-0.7780, 5.2737, 0.3266], [3.7185, 2.0944, 1.6246], [3.7808, 0.9877, 2.4673], [4.4093, 1.0938, 3.6982], [4.9771, 2.2987, 4.0865], [4.9184, 3.4048, 3.2483], [4.2876, 3.3066, 2.0198], [4.1068, 1.8097, -1.2737], [5.3872, 2.3442, -1.1388], [6.2767, 2.2816, -2.2015], [5.8944, 1.6828, -3.3930], [4.6223, 1.1386, -3.5271], [3.7291, 1.1998, -2.4707], [2.5759, 4.2201, -0.6558], [1.6874, 3.8473, 0.8203], [2.1920, 4.7461, -2.9540], [2.8180, 4.3212, -5.2905], [1.8784, 2.3830, -6.4956], [0.3075, 0.8564, -5.3627], [-0.3314, 1.2783, -2.9954], [-0.5497, 5.2844, -3.0694], [-1.8014, 7.3781, -2.7450], [-2.3974, 8.1286, -0.4727], [-1.7443, 6.7832, 1.4942], [-0.4966, 4.6905, 1.1973], [3.3399, 0.0503, 2.1523], [4.4597, 0.2377, 4.3565], [5.4666, 2.3793, 5.0472], [5.3623, 4.3420, 3.5540], [4.2438, 4.1779, 1.3766], [5.7013, 2.7934, -0.2057], [7.2711, 2.6922, -2.0956], [6.5927, 1.6326, -4.2174], [4.3305, 0.6711, -4.4586], [2.7371, 0.7781, -2.5684], [-4.9350, 4.0476, 0.7689], [-4.1329, 2.9039, 1.2797], [-4.4078, 1.9531, 2.2481], [-3.2699, 1.1450, 2.3311], [-2.3467, 1.5704, 1.4661], [-2.8962, 2.6338, 0.8323], [-3.0268, -0.0307, 3.2173], [-5.9648, 3.9601, 1.1048], [-4.9287, 4.0826, -0.3208], [-4.5384, 4.9938, 1.1395], [-5.3090, 1.8669, 2.8289], [-2.3653, 3.1080, 0.1172], [-3.8427, -0.1412, 3.9269], [-2.1049, 0.0947, 3.7872], [-2.9633, -0.9547, 2.6395]], "atomic_forces_ev_per_a": [[-0.2286, -0.0293, 0.3213], [0.0536, 0.0159, 0.1065], [-0.0011, -0.0105, -0.0585], [-0.0106, 0.0587, 0.1419], [-0.1284, 0.0042, -0.1086], [-0.1732, 0.0994, 0.3520], [0.1790, 0.0558, -0.3888], [-0.0018, -0.0876, -0.2357], [0.0326, -0.1535, 0.0464], [0.4803, 0.0695, -0.2990], [-0.1532, -0.0701, 0.1251], [-0.0481, 0.1176, -0.0033], [0.0107, -0.0737, 0.1370], [-0.0832, 0.0542, -0.0627], [0.0990, 0.0335, -0.1162], [-0.0516, -0.0167, 0.0648], [0.0192, 0.0584, -0.0421], [-0.0201, -0.1025, 0.1106], [-0.1507, 0.1203, -0.0472], [0.0789, -0.0294, 0.0383], [0.0871, -0.0359, 0.0448], [-0.0314, 0.0181, 0.0334], [-0.0434, 0.0079, -0.0097], [0.0394, 0.0101, 0.0713], [-0.1189, 0.0111, -0.0285], [0.0224, -0.0311, 0.0151], [0.0259, 0.0221, -0.0139], [-0.0006, -0.0229, 0.0036], [0.0149, 0.0144, 0.0103], [0.0334, -0.0247, -0.0485], [-0.0161, -0.0181, -0.0025], [-0.0202, -0.0983, -0.0395], [0.0478, -0.0197, -0.0128], [0.0080, -0.0377, 0.0329], [0.0777, 0.1646, -0.1135], [-0.0019, -0.0862, 0.0095], [-0.0326, 0.0118, 0.0113], [0.0342, -0.0471, 0.0414], [-0.0015, 0.0029, -0.0173], [-0.0047, 0.0036, -0.0031], [0.0104, -0.0095, -0.0018], [-0.0432, 0.0009, 0.0254], [-0.0400, -0.0894, 0.0139], [-0.0123, 0.0061, -0.0515], [-0.0024, -0.0029, -0.0117], [-0.0045, 0.0053, -0.0061], [-0.0022, -0.0009, 0.0102], [0.0525, 0.0314, 0.0366], [-0.0096, 0.0207, -0.0644], [0.0440, -0.0381, -0.0209], [0.0121, -0.0170, 0.0103], [0.0012, 0.0024, 0.0020], [0.0074, 0.0052, -0.0024], [-0.0271, 0.0154, -0.0115], [-0.0289, 0.0283, 0.0635], [-0.0115, 0.0080, -0.0045], [-0.0004, -0.0068, 0.0051], [0.0054, -0.0114, -0.0061], [0.0015, -0.0103, 0.0054], [0.0541, -0.0104, -0.0008], [-0.0100, 0.0392, 0.0234], [0.0020, -0.0133, 0.0024], [0.0055, 0.0311, -0.0017], [0.0053, 0.0121, -0.0039], [0.0102, -0.0048, -0.0096], [-0.0166, -0.0055, -0.0024], [-0.0128, 0.0006, -0.0106], [-0.0008, -0.0012, -0.0101], [-0.0020, 0.0079, -0.0126], [-0.0076, 0.0184, 0.0025], [-0.0096, 0.0049, 0.0246], [-0.0051, 0.0001, 0.0122], [-0.0382, -0.0253, 0.0178], [-0.0040, -0.0116, 0.0139], [0.0097, -0.0026, 0.0133], [-0.0001, 0.0084, 0.0048], [-0.0045, 0.0176, -0.0042], [0.0055, 0.0081, 0.0063], [0.0145, 0.0072, 0.0029], [0.0048, 0.0046, -0.0129], [-0.0028, -0.0056, -0.0119], [-0.0530, 0.0241, -0.0101], [-0.0053, 0.0386, -0.0047], [0.0027, -0.1150, 0.0623], [0.0685, 0.0646, -0.0379], [-0.0604, 0.0302, 0.0693], [0.1595, 0.0820, -0.2436], [-0.0006, -0.0344, -0.0058], [0.0261, 0.0085, 0.0240], [-0.0039, 0.0043, -0.0078], [-0.0080, 0.0014, -0.0088], [-0.0036, 0.0025, 0.0083], [-0.0352, -0.0028, 0.0147], [-0.0529, -0.0301, 0.0502], [-0.0079, -0.0058, 0.0010], [-0.0059, -0.0272, -0.0072], [0.0073, -0.0177, -0.0051]], "lowdin_charge": [1.4294, 0.9723, -0.6475, -0.0582, 0.0700, -0.3088, -0.0967, -0.1093, -0.0186, 0.1035, -0.1590, 0.0299, 0.0159, 0.0967, -0.1344, 0.0507, 0.0130, -0.0578, 0.1291, -0.1675, -0.0472, 0.1269, 0.1407, 0.1506, 0.1180, 0.1344, 0.1448, 0.1406, 0.1298, 0.1293, 0.1262, -0.5104, 0.7638, -0.2677, 0.8066, -0.5053, -0.3015, -0.0720, -0.0384, -0.0398, -0.0548, -0.0730, -0.2901, -0.0538, -0.0398, -0.0337, -0.0521, -0.0946, -0.3001, -0.0708, -0.0535, -0.0388, -0.0441, -0.0880, -0.2720, -0.0512, -0.0424, -0.0427, -0.0647, -0.1050, 0.0903, 0.0814, 0.1223, 0.1250, 0.1227, 0.1050, 0.0849, 0.1082, 0.1221, 0.1239, 0.1210, 0.1122, 0.0962, 0.1142, 0.1220, 0.1214, 0.1129, 0.1054, 0.1214, 0.1206, 0.1120, 0.0819, 0.0044, -0.2661, 0.0481, -0.3349, -0.0954, 0.0511, -0.0244, 0.0941, 0.0880, 0.0872, 0.1281, 0.1209, 0.0927, 0.0828, 0.0797], "relative_energy_kj_mol": 325.7, "e_lumo_ev": [-10.95, -10.34], "e_tot_ev": -154885.0777, "total_charge": 3, "gap_ev": [4.9025, 5.5171]}